The following is a DFT calculation (ωB97M-V with the def2-TZVPD basis set) of a structure of composition C4H6Br2Cl2 at a distorted geometry.

```
14
Properties=species:S:1:pos:R:3:forces:R:3
C 1.82698 -0.53131 -0.78922 -0.21 0.83 2.26
C -1.91183 0.16917 0.94831 1.86 1.95 -0.24
C 0.55881 -0.91827 -1.45276 -0.90 -0.09 1.45
C -0.81213 -0.81176 1.03937 -0.94 -1.18 -0.57
Cl -0.43387 0.16237 -2.36537 0.62 -0.40 0.31
Cl 0.24228 -2.60598 -1.61345 0.38 0.71 -0.61
Br -1.37462 -2.63027 1.10507 -0.13 0.17 0.13
Br 0.47924 -0.42382 2.28872 0.85 0.25 0.67
H 2.04798 0.45036 -0.29562 -1.42 -0.33 -0.68
H 2.21021 -1.19923 -0.01311 -0.97 -0.53 0.06
H 2.60391 -0.60051 -1.43231 2.54 -0.16 -2.81
H -1.41979 1.15748 1.15872 -1.02 -0.69 0.08
H -2.79065 -0.02485 1.48285 -0.84 -0.35 2.04
H -2.39916 0.27759 0.02219 0.18 -0.17 -2.08
```
Positions in Å, forces in eV/Å.

Charge: 0
DFT total energy: -169371.3926 eV
Highest occupied orbital energy (alpha / beta): -7.9 / -8.3 eV
Spin multiplicity: 1
Energy above the lowest of the compared OMol25 structures with the same formula, charge and spin: 70.6 kcal/mol